[1]
ORCA calculation (ωB97M-V with the def2-TZVPD basis set) on a single C3H4O3S molecule.

Structure (XYZ):
```
11
Properties=species:S:1:pos:R:3:forces:R:3:nbo_charge:R:1
O -1.420 1.473 -0.357 -1.6 -3.3 -0.8 -0.5589
C -1.912 0.347 -0.554 1.0 4.5 0.9 0.6271
O -1.385 -0.764 -0.062 -1.7 -1.1 0.2 -0.5250
C -0.223 -0.825 0.688 2.0 -2.8 1.1 -0.1950
S 1.139 -0.862 -0.615 0.7 -0.2 0.6 0.2146
C 2.111 0.565 -0.358 -1.6 4.9 3.6 0.1489
O 1.503 1.548 0.277 4.1 -4.6 -3.2 -0.5416
H -2.898 0.197 -1.080 1.1 -0.3 0.4 0.1491
H -0.114 -2.040 1.008 -0.6 3.5 -0.7 0.2242
H -0.123 -0.191 1.661 -0.1 -0.6 -2.3 0.2630
H 3.322 0.552 -0.609 -3.2 0.1 0.3 0.1936
```
Forces are in eV/Å.

Summary:
* E_HOMO: -9.806 eV
* SMILES string: O=COCSC=O
* orbital gap: 9.936 eV
* multiplicity: 1
* E_LUMO: 0.13 eV



[2]
ORCA calculation (ωB97M-V with the def2-TZVPD basis set) on C3H4O3Sr as an isolated structure.

Structure (XYZ):
```
11
Properties=species:S:1:pos:R:3:forces:R:3:nbo_charge:R:1
O 0.102 0.316 0.604 -0.7 0.3 -1.0 -0.4605
Sr -3.973 -0.364 2.883 1.4 0.0 -0.5 1.9735
O -1.661 -0.246 1.913 -1.6 0.5 1.2 -0.8925
C -0.789 -0.796 1.238 0.4 -1.6 -1.0 0.9994
O -0.543 -1.883 0.815 -0.2 0.4 0.8 -0.5581
C 0.745 -0.065 -0.413 1.7 0.7 0.9 0.5761
C 1.134 0.878 -1.455 -0.1 0.1 0.1 -0.7466
H 1.220 -1.056 -0.368 -0.9 -0.2 -0.4 0.2274
H 2.232 0.836 -1.543 -0.2 0.0 -0.1 0.3066
H 0.751 0.485 -2.411 0.1 0.1 0.1 0.3048
H 0.784 1.895 -1.261 0.0 -0.2 -0.1 0.2698
```
Forces are in eV/Å.

Summary:
* E_HOMO: -18.265 eV
* orbital gap: 8.798 eV
* charge: +2
* multiplicity: 1
* E_LUMO: -9.47 eV



[3]
ORCA calculation (ωB97M-V with the def2-TZVPD basis set) on a single C3H4O4 molecule.

Structure (XYZ):
```
11
Properties=species:S:1:pos:R:3:forces:R:3:nbo_charge:R:1
C -0.902 -1.418 0.334 -0.3 -0.3 0.0 -0.7327
C -0.434 -0.002 0.366 -0.9 -0.4 4.5 0.8233
O 0.382 0.426 1.206 -1.4 -1.2 -2.2 -0.5826
O -1.215 0.835 -0.383 2.3 -0.1 0.6 -0.2444
O -0.018 1.283 -1.070 1.6 1.4 -2.6 -0.3931
C 1.466 1.326 -0.486 -0.3 -0.6 -1.5 0.6615
O 2.251 0.526 -0.878 -1.7 1.5 1.0 -0.4695
H -1.817 -1.538 -0.244 0.2 0.1 -0.2 0.2390
H -1.151 -1.733 1.352 0.4 0.0 0.0 0.2551
H -0.117 -2.061 -0.065 0.0 0.0 0.1 0.2607
H 1.554 2.355 -0.132 0.2 -0.4 0.4 0.1828
```
Forces are in eV/Å.

Summary:
* E_HOMO: -10.621 eV
* SMILES string: CC(=O)OOC=O
* orbital gap: 10.520 eV
* multiplicity: 1
* E_LUMO: -0.10 eV



[4]
ORCA calculation (ωB97M-V with the def2-TZVPD basis set) on a single C3H4O4 molecule.

Structure (XYZ):
```
11
Properties=species:S:1:pos:R:3:forces:R:3:nbo_charge:R:1
C -0.682 0.368 -1.220 0.3 0.3 0.0 -0.6767
C 0.442 0.450 -0.235 0.7 -1.3 -0.6 0.7063
O 0.092 0.520 1.087 0.3 -1.3 0.6 -0.5354
C 0.027 -0.771 1.692 -1.5 2.0 0.9 0.6627
O -0.523 -1.717 1.247 0.7 -0.1 -0.5 -0.5122
O 1.624 1.050 -0.535 0.1 2.0 -0.2 -0.2412
O 1.588 -0.376 -0.432 -0.9 -1.1 -0.1 -0.2631
H -0.278 0.399 -2.229 0.0 -0.1 0.0 0.2406
H -1.344 1.219 -1.067 -0.1 0.0 0.0 0.2328
H -1.240 -0.550 -1.049 0.0 0.0 0.0 0.2499
H 0.293 -0.592 2.742 0.4 -0.4 -0.1 0.1362
```
Forces are in eV/Å.

Summary:
* E_HOMO: -10.570 eV
* SMILES string: CC1(OC=O)OO1
* orbital gap: 11.436 eV
* multiplicity: 1
* E_LUMO: 0.87 eV



[5]
ORCA calculation (ωB97M-V with the def2-TZVPD basis set) on C3H4O4Pr as an isolated structure.

Structure (XYZ):
```
12
Properties=species:S:1:pos:R:3:forces:R:3:lowdin_spin:R:1
C 1.004 -0.228 -0.205 -0.1 -1.5 -5.0 0.0001
O 2.099 -0.011 0.302 0.1 -0.2 1.2 -0.0075
O -0.681 0.273 1.598 -1.7 1.2 -0.8 0.0000
C -1.573 0.517 0.764 1.6 -3.7 1.6 0.0000
O 0.251 0.746 -0.666 0.8 -0.3 1.2 0.0001
C -1.139 0.408 -0.645 0.2 -2.0 -2.4 0.0000
Pr 3.469 1.394 1.947 -0.7 -0.6 -0.7 3.0077
H -1.663 1.083 -1.328 0.1 -0.4 -0.1 0.0000
H -2.635 0.302 0.980 0.1 1.0 0.2 0.0000
O 0.683 -1.476 -1.031 1.3 3.4 3.5 -0.0003
H -1.017 -0.804 -1.047 -1.8 3.4 1.2 0.0000
H 1.201 -2.206 -0.667 0.1 -0.3 0.0 0.0000
```
Forces are in eV/Å.

Summary:
* E_HOMO (spin up / spin down): -17.205 / -17.213 eV
* ⟨S²⟩: 3.752
* orbital gap (spin up / spin down): 7.869 / 7.928 eV
* charge: +2
* multiplicity: 4
* E_LUMO (spin up / spin down): -9.34 / -9.28 eV



[6]
ORCA calculation (ωB97M-V with the def2-TZVPD basis set) on C3H4O4S as an isolated structure.

Structure (XYZ):
```
12
Properties=species:S:1:pos:R:3:forces:R:3:nbo_charge:R:1
C -1.447 -0.240 0.157 -4.2 -2.7 1.2 0.8487
C -0.334 0.354 0.525 2.3 0.9 0.0 -0.6407
C 0.898 -0.300 1.134 -3.5 -2.7 1.8 -0.5594
O -2.479 -0.718 0.003 1.0 1.0 0.2 -0.3374
O -0.509 1.464 -2.043 -0.2 -0.5 0.0 -0.9109
O -0.663 -0.967 -1.730 0.5 -0.9 -0.8 -0.9217
O 1.505 0.231 -1.482 -0.4 -0.6 -0.2 -0.8957
S 0.073 0.247 -1.551 1.3 2.5 -0.5 2.4261
H -0.556 1.310 0.964 -0.1 0.7 -0.2 0.3005
H 1.622 0.383 1.185 3.0 2.6 -0.3 0.2318
H 1.195 -1.194 0.636 0.3 -0.4 -0.5 0.2444
H 0.695 -0.571 2.202 -0.1 0.1 -0.8 0.2143
```
Forces are in eV/Å.

Summary:
* E_HOMO: -10.838 eV
* orbital gap: 10.491 eV
* multiplicity: 1
* E_LUMO: -0.35 eV



[7]
ORCA calculation (ωB97M-V with the def2-TZVPD basis set) on a 2-piece molecular cluster, C3H4O5 overall.

Structure (XYZ):
```
12
Properties=species:S:1:pos:R:3:forces:R:3:lowdin_spin:R:1
C -1.176 -0.710 -1.794 -0.5 -0.1 0.8 0.0017
O -0.719 -1.870 -1.318 -0.2 -0.2 0.0 0.0809
C 0.431 -1.640 -0.522 1.1 0.8 0.2 0.4253
C 0.599 -0.197 -0.498 -0.7 -0.5 1.8 0.2491
O -0.419 0.298 -1.376 0.7 0.7 -0.4 0.0474
O -2.205 -0.587 -2.413 0.2 0.0 -0.4 -0.0094
H 0.264 0.610 1.234 -0.6 0.6 2.4 0.0399
H 0.463 -2.269 0.372 -0.1 0.1 -0.3 0.0474
H 1.469 0.427 -0.262 -0.3 -0.4 -1.1 0.0334
H 0.649 2.677 1.662 -0.1 -0.5 1.4 0.0038
O 0.002 1.000 2.343 0.2 -1.4 -2.6 0.0736
O 0.643 2.263 2.572 0.4 0.8 -1.7 0.0069
```
Forces are in eV/Å.

Summary:
* E_HOMO (spin up / spin down): -1.286 / -3.923 eV
* ⟨S²⟩: 0.756
* orbital gap (spin up / spin down): 5.101 / 7.700 eV
* charge: -1
* multiplicity: 2
* E_LUMO (spin up / spin down): 3.81 / 3.78 eV



[8]
ORCA calculation (ωB97M-V with the def2-TZVPD basis set) on a 2-piece molecular cluster, C3H4OS overall.

Structure (XYZ):
```
9
Properties=species:S:1:pos:R:3:forces:R:3:nbo_charge:R:1
C -1.869 -0.318 1.297 -2.1 -1.9 2.1 -0.7887
C -2.220 -0.402 0.056 -0.8 -0.4 -1.5 0.7158
O -2.578 -0.509 -1.048 0.4 0.1 0.6 -0.4583
H -2.477 -0.904 2.095 1.2 1.1 -1.7 0.2740
H -1.083 0.293 1.586 1.3 0.9 0.5 0.2567
C 2.538 0.523 -1.099 -1.5 1.2 1.5 -0.4835
S 2.951 -0.708 -0.166 0.1 -0.1 -0.2 0.0987
H 3.033 0.800 -2.017 0.0 -0.1 -0.3 0.1939
H 1.706 1.224 -0.704 1.3 -1.0 -1.0 0.1915
```
Forces are in eV/Å.

Summary:
* E_HOMO: -8.969 eV
* SMILES string: C=C=O.C=S
* orbital gap: 8.542 eV
* multiplicity: 1
* E_LUMO: -0.43 eV



[9]
ORCA calculation (ωB97M-V with the def2-TZVPD basis set) on a 2-piece molecular cluster, C3H4OS overall.

Structure (XYZ):
```
9
Properties=species:S:1:pos:R:3:forces:R:3:nbo_charge:R:1
C 1.079 1.351 0.255 -2.2 1.2 -0.6 0.4728
C -1.008 0.272 0.017 1.0 -1.7 -1.0 -0.1605
C -0.239 -1.048 -0.175 -2.2 2.0 0.5 -0.7280
O 2.021 0.668 0.183 -0.6 0.3 0.2 -0.4700
S -2.640 0.233 -0.155 2.1 1.3 0.6 0.0384
H 0.980 2.515 0.247 0.3 -1.6 0.2 0.1678
H -0.956 -1.819 -0.299 -0.3 -0.9 -0.8 0.2191
H 0.185 -1.209 0.753 1.2 -0.5 2.2 0.2273
H 0.577 -0.963 -0.827 0.8 -0.1 -1.3 0.2331
```
Forces are in eV/Å.

Summary:
* E_HOMO (spin up / spin down): -7.846 / -7.847 eV
* orbital gap (spin up / spin down): 7.469 / 7.480 eV
* multiplicity: 1
* E_LUMO (spin up / spin down): -0.38 / -0.37 eV



[10]
ORCA calculation (ωB97M-V with the def2-TZVPD basis set) on a 2-piece molecular cluster, C3H4OS overall.

Structure (XYZ):
```
9
Properties=species:S:1:pos:R:3:forces:R:3:nbo_charge:R:1
C 1.697 0.687 -0.443 1.2 5.0 -1.2 0.5111
C -1.642 0.264 0.130 0.9 -4.8 -1.1 -0.3368
C -0.564 -0.019 1.215 -3.0 -2.3 -1.5 -0.6857
O 1.887 1.822 -0.659 -0.8 -4.8 1.0 -0.5051
S -2.523 1.510 -0.008 -1.8 3.3 -0.3 0.1149
H -2.029 -0.714 -0.644 1.8 2.4 2.5 0.1950
H -0.051 0.814 1.613 0.0 1.1 0.5 0.2275
H 0.139 -0.674 0.707 0.0 -0.4 0.7 0.2337
H -1.277 -0.567 1.940 1.8 0.6 -0.5 0.2454
```
Forces are in eV/Å.

Summary:
* E_HOMO: -8.540 eV
* orbital gap: 8.649 eV
* multiplicity: 1
* E_LUMO: 0.11 eV



| no. | strongest force on any atom (eV/Å) |
| --- | --- |
| 1 | 6.93 |
| 2 | 2.09 |
| 3 | 4.60 |
| 4 | 2.65 |
| 5 | 5.22 |
| 6 | 5.14 |
| 7 | 3.00 |
| 8 | 3.46 |
| 9 | 2.99 |
| 10 | 5.27 |